1.
{"formula": "C20H16BrFMnN3O6", "method": "ωB97M-V with the def2-TZVPD basis set", "energy_ev": -141826.4730, "multiplicity": 4, "charge": 1, "e_homo_ev": [-11.8, -11.8], "symbols": ["Br", "Mn", "F", "O", "O", "O", "O", "O", "O", "N", "N", "N", "C", "C", "C", "C", "C", "C", "C", "C", "C", "C", "C", "C", "C", "C", "C", "C", "C", "C", "C", "C", "H", "H", "H", "H", "H", "H", "H", "H", "H", "H", "H", "H", "H", "H", "H", "H"], "positions_angstrom": [[1.19, 8.14, 1.38], [-0.47, 0.02, -0.19], [-5.12, -3.18, 1.91], [4.60, -5.70, -1.26], [0.24, -1.31, -1.25], [-0.90, 1.67, 0.67], [0.77, 1.61, -0.72], [4.78, -5.05, 0.79], [0.64, -0.46, 1.28], [-1.48, 1.86, -2.30], [4.33, -4.97, -0.33], [-1.72, 0.56, -1.74], [-3.63, -2.78, 0.16], [0.35, 3.69, 0.41], [-0.09, 5.65, 1.74], [1.62, -3.03, -2.03], [-0.34, 4.32, 1.44], [0.85, 6.34, 0.99], [1.86, -2.23, 0.25], [2.89, -3.16, 0.47], [-4.09, -2.48, 1.43], [3.25, -3.99, -0.55], [-2.55, -2.06, -0.34], [-2.45, -0.77, 1.71], [-3.52, -1.50, 2.22], [1.21, -2.16, -1.01], [2.63, -3.93, -1.80], [1.51, -1.36, 1.31], [-1.99, -1.07, 0.44], [1.30, 4.40, -0.33], [0.09, 2.30, 0.10], [1.55, 5.73, -0.05], [-2.16, -2.31, -1.32], [1.12, -2.97, -2.99], [-0.54, 1.87, -2.67], [-2.14, 2.02, -3.06], [-2.00, 0.01, 2.31], [-1.70, -0.19, -2.44], [2.04, -1.46, 2.26], [-3.92, -1.30, 3.20], [-0.62, 6.14, 2.54], [1.84, 3.90, -1.13], [-1.08, 3.76, 2.01], [2.28, 6.29, -0.61], [-4.10, -3.57, -0.42], [3.40, -3.23, 1.42], [-2.65, 0.57, -1.32], [2.95, -4.60, -2.58]], "mulliken_spin": [0.001, 3.352, 0.004, 0.000, -0.004, -0.034, 0.030, 0.001, -0.026, 0.006, -0.001, -0.069, -0.021, -0.011, -0.002, 0.009, 0.004, 0.004, 0.035, -0.002, 0.030, 0.007, 0.040, 0.071, -0.025, -0.009, 0.001, 0.010, -0.398, 0.003, 0.001, -0.002, -0.010, 0.001, 0.001, -0.004, -0.002, 0.003, -0.004, 0.000, 0.000, 0.003, 0.001, 0.000, 0.000, 0.000, 0.005, 0.000]}


2.
{"formula": "C20H16BrN3O6S2Ti", "method": "ωB97M-V with the def2-TZVPD basis set", "energy_ev": -152589.0362, "multiplicity": 3, "charge": -2, "e_homo_ev": [0.1, -2.4], "symbols": ["Br", "Ti", "S", "S", "O", "O", "O", "O", "O", "O", "N", "N", "N", "C", "C", "C", "C", "C", "C", "C", "C", "C", "C", "C", "C", "C", "C", "C", "C", "C", "C", "C", "C", "H", "H", "H", "H", "H", "H", "H", "H", "H", "H", "H", "H", "H", "H", "H", "H"], "positions_angstrom": [[-1.64, 0.21, 1.63], [-0.12, 0.81, -2.09], [1.36, 2.82, -2.93], [2.07, 0.79, 0.48], [-3.06, -0.56, -4.41], [1.26, 1.91, 0.89], [2.54, -1.95, -3.59], [3.51, 0.98, 0.43], [-1.61, 0.88, -3.48], [0.80, -0.56, -3.29], [-0.77, 2.72, -1.43], [1.50, 0.13, -0.83], [-1.61, -0.33, -1.12], [2.22, -0.10, 3.07], [1.22, -1.64, 1.53], [1.15, -3.19, 5.00], [2.47, -0.68, -1.59], [-1.90, -0.90, 0.08], [-1.30, 5.40, -1.33], [-2.77, -2.92, -0.86], [1.82, -0.42, 1.77], [-0.20, 4.95, -2.00], [-2.17, 4.50, -0.71], [1.41, -2.24, 3.87], [2.01, -1.00, 4.10], [0.07, 3.56, -2.06], [-2.75, -2.25, -2.09], [-2.32, -0.21, -3.50], [1.02, -2.54, 2.57], [-2.23, -0.99, -2.21], [-1.86, 3.16, -0.80], [1.92, -1.12, -2.94], [-2.41, -2.14, 0.27], [0.87, -1.87, 0.53], [0.49, 5.62, -2.51], [-3.16, -2.69, -3.00], [0.32, -2.85, 5.63], [-1.51, 6.47, -1.29], [2.77, -1.59, -1.04], [-2.48, 2.39, -0.36], [-2.58, -2.49, 1.28], [2.32, -0.74, 5.11], [-3.06, 4.82, -0.18], [2.03, -3.28, 5.65], [0.53, -3.49, 2.37], [2.68, 0.86, 3.27], [0.90, -4.18, 4.64], [3.38, -0.11, -1.77], [-3.13, -3.93, -0.76]], "mulliken_spin": [0.017, 1.036, -0.007, 0.012, 0.047, -0.001, 0.002, 0.002, -0.004, 0.006, -0.010, -0.021, 0.226, -0.001, 0.006, 0.000, 0.004, 0.180, 0.018, 0.462, -0.012, -0.012, -0.007, 0.002, 0.000, 0.021, -0.177, -0.003, -0.010, 0.311, 0.024, 0.006, -0.143, 0.017, 0.000, -0.016, 0.000, 0.002, -0.001, -0.011, -0.014, 0.000, 0.000, 0.000, -0.001, 0.000, 0.000, -0.003, 0.051]}


3.
{"formula": "C20H16F3N5O4S", "method": "ωB97M-V with the def2-TZVPD basis set", "energy_ev": -55627.1811, "charge": 0, "smiles": "C=CCNC(=O)NC(=O)CSc1nc2cc([N+](=O)[O-])ccc2n1-c1cccc(C(F)(F)F)c1", "e_homo_ev": -8.9, "symbols": ["S", "F", "F", "F", "O", "O", "O", "O", "N", "N", "N", "N", "N", "C", "C", "C", "C", "C", "C", "C", "C", "C", "C", "C", "C", "C", "C", "C", "C", "C", "C", "C", "C", "H", "H", "H", "H", "H", "H", "H", "H", "H", "H", "H", "H", "H", "H", "H", "H"], "positions_angstrom": [[0.42, 2.98, 1.22], [4.74, -1.93, -1.59], [4.83, -0.11, -2.73], [6.46, -0.64, -1.43], [-3.59, -3.64, 1.13], [-5.30, 1.26, 0.43], [-1.99, -5.07, 1.05], [-1.57, 2.37, -0.97], [1.08, 0.33, 1.05], [-2.42, -3.93, 1.09], [-1.09, 0.79, 1.37], [-3.82, 0.90, -1.26], [-3.34, 2.38, 0.47], [-4.25, 1.46, -0.13], [-1.46, -2.86, 1.10], [3.15, 1.46, 1.62], [-2.07, 2.68, 0.09], [0.86, -2.19, 0.91], [4.50, 1.67, 1.39], [3.09, -0.12, -0.20], [2.45, 0.56, 0.83], [0.11, 1.28, 1.25], [0.42, -0.88, 1.04], [-1.32, 3.52, 1.12], [-0.95, -0.56, 1.24], [-4.80, -0.26, -4.46], [-4.62, -0.07, -1.99], [-1.91, -1.56, 1.26], [-0.10, -3.18, 0.94], [4.45, 0.10, -0.41], [5.16, 1.00, 0.38], [-4.98, 0.43, -3.35], [5.12, -0.64, -1.53], [5.04, 2.37, 2.01], [-4.08, -1.02, -2.05], [6.21, 1.16, 0.20], [-2.92, 1.18, -1.64], [2.55, -0.80, -0.84], [-3.67, 2.69, 1.37], [2.65, 1.97, 2.42], [-5.08, 0.13, -5.43], [-5.40, 1.42, -3.38], [-5.53, -0.23, -1.40], [-1.76, 3.45, 2.11], [1.90, -2.43, 0.80], [-2.96, -1.34, 1.39], [0.17, -4.22, 0.84], [-1.28, 4.56, 0.80], [-4.38, -1.25, -4.45]], "nbo_charge": [0.320, -0.323, -0.320, -0.318, -0.376, -0.638, -0.381, -0.627, -0.422, 0.530, -0.503, -0.623, -0.653, 0.794, -0.003, -0.218, 0.719, -0.265, -0.193, -0.219, 0.219, 0.253, 0.197, -0.611, 0.090, -0.386, -0.267, -0.165, -0.177, -0.127, -0.174, -0.182, 0.973, 0.227, 0.199, 0.237, 0.438, 0.244, 0.417, 0.232, 0.201, 0.201, 0.245, 0.236, 0.232, 0.263, 0.252, 0.261, 0.191]}